2 unconnected molecules or ions with the total composition CH5NOS2 at a distorted geometry, computed with ωB97M-V/def2-TZVPD.

The geometry in XYZ format:
```
10
CH5NOS2 ωB97M-V/def2-TZVPD
S 2.7642 -0.4538 1.1711
S 1.0121 -0.2232 -0.1872
H 3.6959 0.3349 0.6006
H 0.2879 0.6545 0.4858
C -2.7077 0.0827 -0.3359
N -2.9092 0.2410 -1.6750
O -2.3301 1.0575 0.2785
H -2.9864 -0.8714 0.1148
H -2.9023 1.2025 -1.9462
H -3.1090 -0.4800 -2.3524
```

Results
Frontier orbital gap (alpha / beta), eV: 3.52 / 7.02
Energy, a.u.: -967.45934
E_HOMO (alpha / beta), eV: -0.05 / -3.68
2S+1: 2
Largest force on an atom, eV/Å: 2.8
Charge: -1
<S²>: 0.7535

C5H7N in the gas phase at a distorted geometry, computed with ωB97M-V/def2-TZVPD.

The geometry in XYZ format:
```
13
C5H7N ωB97M-V/def2-TZVPD
C 2.6696 -0.5902 0.5585
C 1.6480 0.0443 0.4506
C 0.4388 0.8505 0.2841
N -0.7430 0.0571 -0.1340
C -0.6642 -0.5108 -1.3329
C -1.8359 0.0161 0.6406
H 3.5618 -1.1686 0.6379
H 0.1886 1.4135 1.1871
H 0.6041 1.5780 -0.5184
H -1.3666 -1.3003 -1.5569
H -0.0062 -0.0817 -2.0758
H -1.7515 -0.0156 1.7221
H -2.7434 -0.2922 0.1373
```

Results
Frontier orbital gap, eV: 7.74
Energy, a.u.: -249.30249
E_HOMO, eV: -6.88
2S+1: 1
Largest force on an atom, eV/Å: 1.0

6 unconnected molecules or ions with the total composition C26H35NO22S6 at a distorted geometry, computed with ωB97M-V/def2-TZVPD.

The geometry in XYZ format:
```
90
C26H35NO22S6 ωB97M-V/def2-TZVPD
C -6.9465 -1.5531 -3.8422
C -6.0323 -0.2218 -3.9674
C -4.4586 -0.5193 -3.7958
C -3.4981 0.5212 -4.4815
C -1.9668 0.3416 -4.3464
C -1.4088 -0.8867 -3.5351
C -2.3972 -1.9170 -2.9006
C -3.9329 -1.7464 -3.0028
S -1.5738 -3.3487 -2.0229
C -0.1198 -2.4896 -1.2180
C 0.3635 -2.9217 0.1837
C 1.5411 -2.1749 0.8554
C 2.1790 -1.0033 0.0556
C 3.3670 -0.1783 0.7406
C 2.7085 0.8465 1.7921
O 3.2465 1.9530 2.0804
O 1.4591 0.5736 2.4400
C 1.7149 -0.5900 -1.3837
C 0.5202 -1.3466 -2.0756
N 0.0619 -0.9854 -3.4247
H -8.0279 -1.2296 -3.5861
H -6.9786 -2.1267 -4.8450
H -6.6037 -2.2172 -2.9811
H -6.3305 0.4720 -3.0910
H -6.2249 0.3074 -4.9751
H -3.8892 1.4093 -5.0870
H -1.2117 1.0618 -4.8303
H -4.5872 -2.5186 -2.4861
H -0.1956 -3.7976 0.6747
H 1.8863 -2.5027 1.8874
H 4.0282 -0.8924 1.3501
H 3.9481 0.4445 -0.0196
H 1.0029 1.4451 2.5574
H 2.2533 0.2857 -1.8785
H 0.4224 -0.0533 -3.6831
O -9.1239 0.6989 -5.5242
S -9.5402 -0.5018 -6.1860
O -8.6443 -1.3247 -6.9401
O -10.8247 -0.1494 -7.1127
C -11.9356 -0.9550 -6.7177
C -11.7174 -1.2443 -5.2403
O -10.3095 -1.4374 -5.1050
H -11.9158 -1.8757 -7.3075
H -12.8725 -0.4277 -6.9007
H -12.2610 -2.1274 -4.9045
H -12.0018 -0.3864 -4.6239
O 7.4867 3.2947 -2.7055
S 6.1675 3.8509 -2.6305
O 5.4524 4.3101 -3.7828
O 6.1801 5.0339 -1.5214
C 5.2269 4.7404 -0.4978
C 5.1347 3.2246 -0.4553
O 5.2206 2.8100 -1.8212
H 4.2703 5.1864 -0.7855
H 5.5495 5.1587 0.4541
H 4.2054 2.8766 -0.0043
H 5.9834 2.7931 0.0831
O 7.3867 4.6454 1.6458
S 8.3104 5.7312 1.4894
O 7.9583 7.0941 1.7468
O 8.9566 5.6346 0.0057
C 10.3759 5.5183 0.1079
C 10.6276 4.8316 1.4413
O 9.6532 5.3799 2.3296
H 10.8021 6.5254 0.0955
H 10.7726 4.9468 -0.7319
H 11.6350 5.0097 1.8176
H 10.4516 3.7542 1.3699
O 1.5327 -4.5829 7.3262
S 2.5965 -4.2046 6.4426
O 3.6267 -5.1108 6.0360
O 3.2888 -2.8601 7.0306
C 3.2100 -1.8161 6.0582
C 1.9628 -2.1203 5.2436
O 1.9415 -3.5429 5.1134
H 4.1088 -1.8606 5.4364
H 3.1561 -0.8428 6.5468
H 1.9803 -1.6442 4.2628
H 1.0581 -1.8165 5.7784
O -1.7027 -0.9484 5.2909
S -2.8806 -1.6912 5.6391
O -4.1931 -1.1219 5.6153
O -2.6371 -2.3739 7.0909
C -2.7687 -3.7920 6.9821
C -2.3683 -4.1240 5.5532
O -2.8968 -3.0575 4.7634
H -3.8140 -4.0526 7.1703
H -2.1334 -4.2910 7.7147
H -2.7669 -5.0828 5.2215
H -1.2802 -4.1233 5.4379
```

Results
Frontier orbital gap, eV: 7.81
Energy, a.u.: -5110.48994
E_HOMO, eV: -7.55
2S+1: 1
Largest force on an atom, eV/Å: 4.5

A gas-phase ion, C6H12NO (charge -2) at a distorted geometry, computed with ωB97M-V/def2-TZVPD.

The geometry in XYZ format:
```
20
C6H12NO ωB97M-V/def2-TZVPD
C 2.1606 1.7439 1.4108
O 2.4395 2.4457 2.5401
C 0.8222 2.1186 0.7082
C -0.2770 1.0410 0.8318
C -0.3769 0.0189 -0.2940
C -1.4463 -0.7682 -0.4165
N -1.6698 -1.7209 -1.4238
C -0.7863 -2.8282 -1.6343
H 2.0533 0.6513 1.5571
H 2.9608 1.9848 0.6647
H 0.3884 3.0239 1.1454
H 1.0117 2.3697 -0.3418
H -1.2472 1.4947 0.9450
H -0.0696 0.4989 1.7620
H 0.4858 -0.1228 -0.9380
H -2.2597 -0.6146 0.2872
H -2.6250 -1.8306 -1.7218
H -0.8729 -3.6603 -0.9106
H -0.9476 -3.3278 -2.5980
H 0.2561 -2.5180 -1.5735
```

Results
Frontier orbital gap (alpha / beta), eV: 3.17 / 6.79
Energy, a.u.: -365.61004
E_HOMO (alpha / beta), eV: 3.49 / 0.03
2S+1: 2
Largest force on an atom, eV/Å: 1.5
Charge: -2
<S²>: 0.7505

A molecular structure, C35H28N8O7STl at a distorted geometry, computed with ωB97M-V/def2-TZVPD.

The geometry in XYZ format:
```
80
C35H28N8O7STl ωB97M-V/def2-TZVPD
Tl -0.5075 0.0059 0.3425
O -1.8030 -3.7243 -2.5101
C -1.3064 -2.6776 -2.0855
O -1.9323 -1.6578 -1.6525
C 0.2155 -2.5314 -2.1314
C 0.9450 -3.0597 -3.1892
C 2.3198 -2.8736 -3.2033
C 2.9216 -2.2030 -2.1510
C 2.1214 -1.7254 -1.1191
N 0.8005 -1.8697 -1.1344
C 2.7448 -1.0140 0.1137
O 3.9417 -0.7052 0.0049
O 1.9632 -0.8296 1.0765
H 0.4351 -3.6013 -3.9748
H 2.9142 -3.2628 -4.0217
H 3.9879 -2.0327 -2.1084
O 5.9207 4.4239 -0.0361
N 5.6652 4.0595 1.0981
O 6.4090 4.2621 2.0451
C 4.3986 3.3967 1.3558
C 3.9259 3.4784 2.6244
C 2.6530 2.9589 2.9664
C 2.1400 3.0081 4.2747
C 0.9002 2.4849 4.5275
C 0.1765 1.9388 3.4573
N 0.6292 1.8986 2.2295
C 1.8457 2.3837 1.9630
C 2.3519 2.2809 0.6116
N 1.5600 1.7121 -0.3120
C 2.0384 1.5062 -1.5176
C 3.3478 1.8264 -1.8820
C 4.1578 2.4484 -0.9724
C 3.6574 2.7350 0.3111
H 4.5365 3.9593 3.3758
H 2.7375 3.4516 5.0622
H 0.4840 2.4888 5.5254
H -0.8129 1.5211 3.6123
H 1.3464 1.0495 -2.2100
H 3.7119 1.5675 -2.8663
H 5.1722 2.6989 -1.2323
N -4.0386 -0.9586 0.0430
C -4.6479 -0.2334 0.9840
N -5.7354 -0.8250 1.5821
N -4.3575 0.9604 1.4035
C -3.2990 1.7065 1.1917
N -2.4591 2.5078 1.1684
H -4.2686 -1.9313 -0.0672
H -3.1956 -0.6933 -0.4545
H -6.2163 -1.5458 1.0726
H -6.3115 -0.2044 2.1223
O -0.8129 0.7928 -2.4235
S -2.0726 0.3251 -3.0548
C -1.6548 -0.6686 -4.5682
C -0.6779 -0.1136 -5.5585
C 0.5200 0.4686 -5.1449
C 1.4601 0.8967 -6.0686
C 1.2316 0.7301 -7.4266
C 0.0445 0.1536 -7.8510
C -0.9047 -0.2548 -6.9256
C -2.6052 1.8103 -4.0801
C -2.8364 2.9294 -3.1234
C -1.8315 3.8580 -2.8728
C -2.0016 4.8369 -1.9067
C -3.1781 4.8986 -1.1780
C -4.1858 3.9783 -1.4201
C -4.0134 2.9956 -2.3799
H -2.6269 -0.8655 -5.0245
H -1.2744 -1.6055 -4.1692
H 0.6972 0.5966 -4.0900
H 2.3792 1.3556 -5.7259
H 1.9745 1.0442 -8.1486
H -0.1358 0.0064 -8.9088
H -1.8234 -0.7110 -7.2768
H -3.5208 1.4972 -4.5850
H -1.8212 2.0438 -4.7979
H -0.9075 3.7986 -3.4352
H -1.2090 5.5480 -1.7115
H -3.3062 5.6477 -0.4084
H -5.1006 4.0116 -0.8419
H -4.7950 2.2641 -2.5555
```

Results
Frontier orbital gap, eV: 6.66
Energy, a.u.: -2886.04307
E_HOMO, eV: -5.34
2S+1: 1
Largest force on an atom, eV/Å: 1.9
Charge: -1

C2H4N2O2 in the gas phase at a distorted geometry, computed with ωB97M-V/def2-TZVPD.

The geometry in XYZ format:
```
10
C2H4N2O2 ωB97M-V/def2-TZVPD
H 1.5961 1.0720 -0.6239
N 2.1449 0.2068 -0.6101
C 1.3487 -0.4597 0.1844
N 0.2370 -0.2117 0.6296
O -0.4587 1.0643 0.2718
C -1.7471 0.4312 -0.2281
O -1.7164 -0.9281 -0.3841
H 1.6644 -1.5126 0.3385
H -0.5445 -0.8804 0.7620
H -2.5243 1.2182 -0.3401
```

Results
Frontier orbital gap, eV: 8.23
Energy, a.u.: -338.42468
E_HOMO, eV: -9.07
2S+1: 1
Largest force on an atom, eV/Å: 10.3